ORCA calculation (ωB97M-V with the def2-TZVPD basis set) on a cluster of 12 separate species, C58H81F5O21 in total.

```
165
Properties=species:S:1:pos:R:3:forces:R:3
C -1.04937 -5.10497 2.51213 -0.59 -0.77 1.17
C -0.90023 -6.07030 3.76129 0.44 1.38 -1.98
O -1.14609 -5.27354 4.92356 -0.11 0.36 1.17
C -0.11633 -4.90151 5.73713 1.26 -1.81 -1.71
O 1.04222 -5.19468 5.51616 -0.91 0.42 0.47
O -0.58293 -4.25458 6.77780 -1.34 0.14 -0.31
C 0.24711 -4.03017 7.87791 1.19 0.32 1.29
H -0.41718 -4.23747 2.70154 0.16 -0.10 -0.45
H -2.08197 -4.76805 2.42094 -0.11 0.18 0.36
H -0.88797 -5.59788 1.55345 0.65 -0.05 0.14
H 0.11468 -6.46747 3.74345 -0.10 -0.05 0.39
H -1.63485 -6.87279 3.69472 0.00 0.11 0.43
H -0.16928 -3.20885 8.46112 -0.03 0.12 -0.37
H 1.28442 -3.82033 7.61703 -0.18 0.19 -0.32
H 0.29306 -4.87024 8.57092 -0.30 -0.43 -0.29
C 5.43716 0.43264 -4.61544 1.21 -0.30 0.11
C 3.97691 0.11462 -4.59815 -0.09 1.48 -0.79
O 3.75502 -1.18687 -4.06176 -0.52 -1.59 -0.61
C 3.80426 -2.24862 -4.92422 1.50 2.03 -3.77
O 4.11637 -2.16510 -6.15972 -1.18 -0.63 4.62
O 3.51337 -3.33577 -4.25020 -0.36 -0.06 1.47
C 3.81271 -4.62864 -4.74168 -0.42 -0.03 -1.57
H 5.76597 0.71809 -3.61619 0.09 -0.12 0.12
H 5.75624 1.24374 -5.26996 -0.49 0.08 -0.12
H 6.00005 -0.44556 -4.93170 0.10 -0.04 -0.06
H 3.52146 0.25401 -5.57857 0.00 -0.53 -0.04
H 3.52338 0.87984 -3.96818 -0.56 -0.57 0.43
H 4.86485 -4.65482 -5.02526 -0.09 -0.39 0.13
H 3.18714 -4.81703 -5.61419 0.27 0.16 -0.42
H 3.48641 -5.42318 -4.07060 0.47 0.60 0.69
C 7.23378 -2.83043 -3.49380 -0.47 0.12 0.67
C 6.54373 -2.84610 -2.13282 1.40 1.34 -0.03
O 6.11809 -4.14357 -1.84537 -0.01 -0.84 -0.29
C 5.11736 -4.34037 -1.01195 -1.89 2.33 0.86
O 4.41571 -3.49361 -0.47741 1.03 -0.63 -0.46
O 4.94073 -5.61804 -0.92319 0.01 -2.84 0.39
C 3.97767 -6.25284 -0.06288 -0.85 0.69 -0.10
H 7.39099 -1.77580 -3.71996 -0.01 -0.12 -0.41
H 6.58833 -3.32760 -4.21789 0.18 0.24 -0.27
H 8.20799 -3.31682 -3.44444 -0.12 -0.15 -0.08
H 5.78717 -2.06780 -2.03302 -0.45 -0.48 -0.20
H 7.31204 -2.58739 -1.40421 0.00 0.08 0.32
H 3.07610 -5.65817 0.08424 0.13 0.42 -0.29
H 4.33080 -6.44804 0.94969 0.59 -0.08 -0.28
H 3.65565 -7.16017 -0.57392 0.41 -0.03 0.12
C -8.16827 -1.64949 -2.53891 0.26 -0.07 1.36
C -7.84295 -1.57585 -0.99022 -0.62 0.93 -1.79
O -6.82653 -2.48844 -0.65801 1.51 -1.31 0.94
C -5.51776 -2.21870 -0.85091 1.27 0.80 -1.67
O -5.05058 -1.17844 -1.29614 -0.97 -1.33 0.87
O -4.74844 -3.32838 -0.60676 -1.27 0.59 0.03
C -3.45202 -3.47642 -1.22902 -0.06 -0.18 -0.48
H -8.79525 -2.52765 -2.69328 -0.21 0.14 -0.07
H -7.29490 -1.80739 -3.17167 0.19 0.39 0.25
H -8.68907 -0.73505 -2.82292 -0.03 -0.14 -0.16
H -8.76632 -1.85672 -0.48366 0.34 -0.48 0.28
H -7.63922 -0.57204 -0.61746 0.46 0.09 -0.35
H -3.46469 -3.36436 -2.31317 -0.52 0.47 -0.04
H -3.20996 -4.53211 -1.10644 0.07 0.15 0.52
H -2.66288 -2.82483 -0.85380 -0.34 0.00 0.35
C -7.82408 6.79797 0.95852 0.67 0.10 -0.17
C -8.05598 5.39795 0.38023 -0.11 -0.10 0.70
O -6.76312 4.76627 0.35656 1.17 -0.47 -0.45
C -6.68747 3.44755 0.03126 -0.85 0.35 -1.22
O -7.63741 2.70595 0.05034 0.07 -0.28 0.36
O -5.49141 3.15178 -0.47405 0.44 1.43 0.62
C -5.16593 1.83156 -0.85544 -0.50 -1.67 0.68
H -7.12101 7.33940 0.32556 0.19 -0.18 -0.14
H -7.34474 6.74056 1.93578 -0.11 -0.16 0.05
H -8.65817 7.49521 1.03766 -0.50 -0.62 -0.05
H -8.47505 5.43345 -0.62536 0.09 -0.04 -0.07
H -8.68542 4.75754 0.99812 -0.28 0.28 0.01
H -5.89615 1.39316 -1.53565 0.20 0.36 -0.32
H -5.17538 1.15352 -0.00205 -0.23 0.16 0.37
H -4.13816 1.73316 -1.20488 -0.26 0.80 -0.40
C -3.49247 3.19129 4.29616 0.34 -0.03 -0.50
C -2.22742 2.55074 4.86979 -0.12 2.13 -0.89
O -2.48747 1.28731 5.40207 -0.85 -0.92 2.21
C -2.30710 0.23035 4.68100 1.00 -2.28 -1.56
O -1.85794 0.23677 3.54689 -0.60 -0.58 0.93
O -2.62606 -0.93686 5.39727 0.52 2.99 0.19
C -2.44649 -2.19070 4.79993 0.03 -0.54 -0.67
H -4.25924 3.33048 5.05825 -0.05 -0.35 0.02
H -3.86222 2.63287 3.43619 -0.21 -0.13 0.13
H -3.26437 4.18950 3.92246 0.28 -0.02 0.01
H -1.92970 3.23448 5.66475 0.28 -0.57 0.38
H -1.40761 2.50464 4.15292 -0.28 -0.06 -0.10
H -2.71795 -2.92894 5.55453 -0.49 0.13 -0.22
H -1.42786 -2.47735 4.53853 0.34 0.65 -0.07
H -3.04032 -2.21410 3.88619 -0.12 -0.48 0.05
C 3.24067 5.95756 1.82314 -1.81 -0.44 0.92
C 1.84495 5.98963 2.54812 -0.18 0.32 -0.58
O 1.02386 4.87002 2.11338 0.48 -0.69 -0.01
C -0.17003 4.62881 2.68524 0.57 -0.84 -2.33
O -0.65513 5.27389 3.56425 -0.39 -0.12 0.49
O -0.82614 3.60029 2.03535 0.22 1.08 0.81
C -0.20371 2.63153 1.12544 0.43 0.40 1.00
H 3.71370 5.02854 2.14137 0.30 0.08 -0.23
H 3.82064 6.81958 2.15276 0.00 -0.07 -0.02
H 3.10797 5.96934 0.74131 0.03 -0.06 0.08
H 1.25585 6.86858 2.28637 0.24 0.24 -0.09
H 1.91435 5.99678 3.63588 0.21 -0.26 0.01
H -1.01712 2.00962 0.75168 0.06 0.31 0.03
H 0.43755 2.02163 1.76176 0.11 -0.24 -0.21
H 0.39552 3.07640 0.33101 -0.23 0.22 0.00
F 1.11668 -2.52567 1.08474 0.37 -0.72 0.95
C 0.54071 -1.85052 0.10516 -0.68 0.95 -1.02
C 1.15554 -1.77811 -1.11485 0.37 -0.75 -0.36
C 0.56695 -1.07246 -2.15424 -0.36 0.33 0.24
C -0.62416 -0.39802 -1.93961 -0.65 -0.65 0.85
C -1.27899 -0.52968 -0.66872 0.16 0.77 -2.81
C -0.68784 -1.23652 0.31438 0.63 -0.69 1.70
H 2.02476 -2.38886 -1.30935 0.37 0.14 0.16
H 1.04966 -1.07750 -3.12035 -0.01 0.17 -0.07
H -1.09825 0.07939 -2.78443 -0.08 0.28 0.17
H -2.28069 -0.15016 -0.53106 -0.01 0.26 0.03
H -1.15770 -1.31530 1.28361 -0.06 -0.06 0.20
F -4.91365 0.87405 -4.39698 0.74 0.63 -1.73
C -4.24756 1.38694 -5.53206 -0.92 -0.45 1.30
C -2.90691 1.67061 -5.40587 -0.43 -0.23 0.06
C -2.25650 2.20431 -6.49715 0.39 0.89 -0.30
C -2.94358 2.60301 -7.65884 0.06 -1.39 0.56
C -4.26948 2.20584 -7.77476 0.13 0.84 0.41
C -4.94200 1.62201 -6.70107 -0.14 -0.20 -0.22
H -2.40527 1.49889 -4.46498 0.13 -0.10 -0.04
H -1.19939 2.37011 -6.35079 0.16 0.26 -0.30
H -2.46488 3.06915 -8.50735 0.24 0.07 0.16
H -4.80252 2.50228 -8.66604 -0.23 -0.27 -0.08
H -5.98358 1.36091 -6.81656 -0.07 -0.04 0.25
F 7.51740 1.93611 1.02130 -0.13 0.13 0.06
C 6.24221 1.55006 0.80278 -1.22 -0.12 -0.12
C 5.98121 0.61287 -0.16462 -0.31 -0.66 -0.06
C 4.65780 0.15223 -0.38163 1.14 1.08 0.02
C 3.62403 0.67424 0.37429 -0.10 0.32 0.97
C 3.86107 1.65663 1.36573 1.65 -0.93 -1.05
C 5.19383 2.09737 1.52400 -0.82 0.43 0.51
H 6.86073 0.23799 -0.66692 -0.16 -0.26 -0.45
H 4.44604 -0.50627 -1.21105 -0.02 -0.29 0.14
H 2.63081 0.27354 0.23519 -0.18 0.14 -0.09
H 3.07880 2.01539 2.01822 -0.06 0.19 -0.16
H 5.39916 2.91347 2.20092 0.12 -0.04 0.27
F 2.95763 -1.83665 7.45151 -0.04 -0.34 0.86
C 2.98648 -1.80677 6.11760 -1.85 0.91 -1.55
C 4.19992 -1.68128 5.47882 -0.98 -0.56 -1.12
C 4.14036 -1.55333 4.07091 -0.29 -0.56 0.15
C 2.94651 -1.52032 3.32824 0.51 -0.37 1.48
C 1.72214 -1.64912 4.02424 0.83 0.33 0.65
C 1.72244 -1.75720 5.42529 1.95 0.04 -0.31
H 5.11285 -1.84728 6.03146 0.12 0.31 -0.07
H 5.06084 -1.63061 3.51132 0.18 0.37 -0.03
H 3.07684 -1.47409 2.25713 -0.51 0.05 -0.04
H 0.76353 -1.61086 3.52826 0.01 0.00 -0.24
H 0.78562 -1.76770 5.96255 0.04 -0.10 0.21
F 0.86224 1.70219 -3.98976 -0.84 -1.63 -0.22
C 1.30724 2.74935 -3.29301 1.04 0.86 0.71
C 2.08297 2.59107 -2.16074 -0.89 -1.72 -0.32
C 2.74926 3.70418 -1.61287 0.10 -0.18 0.50
C 2.43959 4.93113 -2.17000 2.18 0.38 1.19
C 1.64838 5.06388 -3.24057 -0.69 2.38 -0.13
C 1.05975 3.97297 -3.84117 -1.13 -0.68 -1.51
H 2.09912 1.62195 -1.68435 0.25 -0.28 -0.12
H 3.43599 3.56934 -0.79030 0.06 0.15 0.07
H 3.06368 5.74780 -1.83838 -0.28 0.60 0.20
H 1.43817 6.05839 -3.60550 0.04 0.15 -0.21
H 0.36142 4.09513 -4.65592 0.06 -0.17 -0.21
```
Forces are in eV/Å.

Computed properties:
2S+1	2
LUMO (alpha / beta)	1.863 / 1.822	eV
frontier orbital gap (alpha / beta)	1.54 / 6.74	eV
<S²>	0.757
charge	-1

Atom charges from the Mulliken analysis, given in e for atoms 1 to 8: -0.597 -0.501 -0.289 0.865 -0.600 -0.281 -0.758 -0.083